Record 1
Computed, not measured: a structure of composition C18H35AlBClFO6, with ωB97M-V/def2-TZVPD.

```
63
Properties=species:S:1:pos:R:3:forces:R:3
C -0.884012 2.421354 3.250271 -0.08 0.19 0.18
O -1.286679 3.534835 2.487733 0.30 0.14 0.14
C -1.435226 3.226082 1.120054 -0.10 0.05 -0.20
C -2.650422 2.352721 0.835979 0.04 -0.17 0.12
C -3.833898 2.712567 1.708980 -0.44 -0.01 -0.02
C -5.019446 1.723786 1.720747 0.39 -0.03 0.05
C -5.187067 0.769079 0.540496 -0.35 -0.34 0.02
C -4.441074 -0.576877 0.663035 0.26 0.56 -0.04
C -3.780810 -1.029698 -0.629902 -0.01 -0.17 -0.03
C -2.881223 -2.262338 -0.466721 -0.16 0.12 0.28
C -1.401642 -1.935483 -0.241613 -0.09 -0.06 -0.25
C -0.605366 -1.890091 -1.546388 0.29 0.32 0.04
C 0.886945 -2.193708 -1.416009 -0.40 -0.21 0.10
C 1.622090 -1.227919 -0.504225 -0.10 -0.06 0.02
C 3.145399 -1.289592 -0.697032 0.06 -0.04 -0.45
C 3.719852 -2.630206 -0.241028 -0.13 -0.44 0.24
B 3.862261 -2.749168 1.315518 0.22 -0.36 0.06
O 5.083806 -3.159085 1.873279 -0.03 0.37 -0.27
O 2.798604 -2.503830 2.151663 -0.05 0.41 -0.34
O 3.457150 -1.110710 -2.073338 -0.34 -0.01 0.03
Al 3.539714 0.638021 -2.329514 -0.11 0.21 0.53
C 4.595685 1.244174 -3.945140 0.31 -0.05 -0.26
C 5.663510 2.147156 -3.576539 0.05 2.13 0.92
O 5.610996 3.278661 -3.143513 0.16 -1.94 -0.84
Cl 7.339060 1.417067 -3.812307 0.07 -0.01 0.10
O 4.318923 0.839131 -0.710365 -0.28 0.33 -0.27
C 3.886046 -0.146144 0.082061 0.42 0.12 -0.01
F 3.012593 0.354901 1.089590 -0.03 0.11 0.14
H -0.412881 2.788613 4.155812 0.00 0.11 0.16
H -0.154082 1.820915 2.720278 0.21 -0.25 -0.23
H -1.734623 1.796822 3.534198 -0.07 -0.16 -0.03
H -0.533107 2.733161 0.754824 0.15 -0.05 -0.10
H -1.518750 4.172857 0.592889 -0.06 0.21 0.07
H -2.918023 2.466494 -0.211330 0.07 -0.12 -0.23
H -2.376640 1.311477 0.989364 0.01 -0.24 -0.01
H -4.204836 3.694136 1.417390 0.03 0.19 -0.11
H -3.489145 2.830562 2.729745 0.02 0.11 0.16
H -4.931967 1.108480 2.614451 -0.08 -0.14 0.18
H -5.928666 2.304830 1.846363 -0.19 0.07 0.03
H -6.250690 0.541850 0.485804 -0.17 -0.01 -0.19
H -4.939693 1.238736 -0.407474 0.13 0.22 -0.13
H -3.675496 -0.476664 1.431613 0.13 -0.12 0.17
H -5.138568 -1.341703 0.993533 -0.03 -0.20 0.19
H -3.187866 -0.204773 -1.020661 0.10 0.15 -0.17
H -4.565051 -1.230993 -1.358450 -0.10 0.02 -0.18
H -2.985712 -2.909916 -1.333900 0.07 -0.11 -0.15
H -3.248051 -2.842529 0.379610 -0.14 -0.10 0.13
H -1.328245 -0.965275 0.245684 0.07 0.13 0.27
H -0.958448 -2.659394 0.439482 0.10 -0.17 0.05
H -0.692810 -0.890711 -1.975758 -0.14 0.10 -0.19
H -1.047812 -2.583528 -2.258941 -0.06 -0.15 -0.13
H 0.976595 -3.209436 -1.025462 0.08 -0.17 0.05
H 1.336174 -2.200243 -2.403880 0.13 0.10 -0.15
H 1.353570 -1.443768 0.524393 0.11 0.01 0.24
H 1.272813 -0.215322 -0.694883 0.06 0.21 -0.16
H 4.694558 -2.748187 -0.705116 0.19 0.01 -0.04
H 3.103466 -3.444674 -0.621316 -0.14 -0.07 -0.16
H 5.496077 -2.471962 2.398167 0.13 -0.06 0.32
H 3.072949 -2.061994 2.956767 -0.05 -0.25 0.39
H 2.138841 1.428001 -2.280465 -0.03 -0.03 -0.28
H 3.909997 1.827882 -4.553506 -0.35 0.02 0.06
H 4.988224 0.415727 -4.520089 -0.05 -0.22 -0.03
H 4.742128 -0.534157 0.655091 -0.02 -0.21 0.20
```
Positions in Å, forces in eV/Å.

Its charge is -1. The gap between HOMO and LUMO is 0.308 Ha. As for the energy: -1985.9158 Ha.

Record 2
Computed, not measured: a structure of composition C18H35Br3F8O9P2, with ωB97M-V/def2-TZVPD.

```
75
Properties=species:S:1:pos:R:3:forces:R:3
C 10.924380 -10.780070 -25.294380 1.49 -0.46 0.54
C 11.843670 -11.562170 -24.363070 -1.22 -1.49 -0.60
O 11.496150 -11.125450 -23.092250 1.14 1.48 4.62
P 12.647410 -10.597780 -21.996590 0.01 -0.93 -2.12
O 13.442100 -9.471220 -22.505320 -0.38 -0.51 0.54
O 13.561610 -11.900690 -21.725320 0.34 1.51 -0.01
C 13.032490 -13.199590 -21.623070 -2.55 -0.11 0.71
C 12.437060 -13.498220 -20.179600 1.79 -0.29 -1.02
O 11.884230 -10.388360 -20.619750 -0.54 0.29 -0.80
C 12.347770 -9.324550 -19.778810 0.65 1.55 0.68
C 11.960150 -9.564010 -18.357760 0.24 -1.07 1.27
H 11.273480 -9.765160 -25.104160 -0.48 0.34 -1.05
H 11.048170 -11.241810 -26.273960 -0.12 0.81 -0.35
H 9.903050 -10.916490 -24.938900 0.10 0.08 -0.06
H 11.469630 -12.585590 -24.391220 0.38 -0.48 -0.16
H 12.923240 -11.610600 -24.505480 -0.04 0.59 -0.47
H 12.199950 -13.186840 -22.326510 0.08 -0.83 -0.22
H 13.816410 -13.893410 -21.926680 -0.17 -0.04 0.22
H 13.366630 -13.523260 -19.610950 -0.40 0.05 0.68
H 11.728560 -12.775520 -19.774840 0.23 0.18 -0.39
H 11.995040 -14.491140 -20.097020 0.01 -0.03 -0.34
H 13.427830 -9.208200 -19.868390 -0.01 -0.25 -0.19
H 11.940350 -8.329210 -19.956020 -0.23 -0.23 -1.32
H 12.794840 -9.463070 -17.664080 0.36 -0.09 -0.17
H 11.222400 -8.889720 -17.922830 -0.42 -0.23 -0.49
H 11.655390 -10.608130 -18.286850 -0.35 0.12 0.31
C 16.043870 -14.630860 -12.846930 -0.04 -0.76 -0.72
C 16.192040 -14.845560 -14.421620 0.82 0.27 4.27
O 15.426570 -13.826240 -14.985500 0.57 2.34 -2.43
P 16.142780 -12.386920 -15.460030 0.43 0.59 1.58
O 17.568020 -12.358840 -15.866250 -1.72 -0.74 0.21
O 15.048730 -11.832970 -16.516620 1.29 0.23 2.75
C 14.882040 -12.485430 -17.740220 -0.63 0.66 -1.30
C 15.627540 -11.826350 -18.927330 0.27 -0.29 0.90
O 16.007150 -11.388610 -14.108070 0.04 -1.40 -2.84
C 14.686090 -11.200630 -13.652840 -0.71 0.09 2.00
C 14.598290 -10.034160 -12.659650 0.55 0.06 -0.96
H 16.835840 -15.176750 -12.334200 -0.16 -0.23 0.11
H 16.109920 -13.601430 -12.494790 0.16 0.15 -0.54
H 15.062740 -15.000520 -12.548880 0.05 -0.09 0.19
H 17.273780 -14.795820 -14.545950 -0.13 0.19 -1.05
H 15.816660 -15.854560 -14.592260 -0.17 0.33 -0.76
H 14.941130 -13.564970 -17.601610 0.63 -0.06 -0.28
H 13.837870 -12.300730 -17.992610 -0.18 -0.20 0.16
H 15.677790 -12.654640 -19.634090 -0.13 0.76 -0.81
H 15.126130 -10.894350 -19.188240 -0.77 -0.56 -0.71
H 16.617400 -11.384560 -18.812870 0.45 -0.96 0.80
H 13.995290 -11.033740 -14.479300 -0.03 -0.10 -0.05
H 14.407130 -12.070380 -13.058010 -0.32 -0.41 -0.48
H 15.212100 -10.148280 -11.766160 0.05 -0.31 -0.13
H 14.972880 -9.168600 -13.206080 -0.29 0.40 0.30
H 13.562180 -9.913950 -12.343210 -0.01 0.19 -0.10
C 6.255120 -9.502720 -18.689750 0.60 -0.94 1.18
C 6.993070 -10.728560 -18.026070 -1.45 1.13 0.94
C 7.699140 -10.470200 -16.676090 0.56 -1.07 2.02
F 8.569760 -9.467740 -16.702090 0.72 1.34 -1.12
F 6.946370 -10.214380 -15.567980 -1.38 0.18 -0.67
F 6.103460 -11.738690 -17.779960 0.61 0.16 -0.48
F 7.992000 -11.137030 -18.838780 -0.34 -0.19 -0.26
O 5.148480 -9.145140 -17.853160 -1.29 2.28 -0.51
C 4.633200 -7.750260 -17.981580 1.11 -3.11 -1.27
C 3.335280 -7.568240 -17.230340 0.00 -3.25 1.75
F 2.974060 -6.331660 -17.190510 -0.60 2.57 -0.55
F 2.387770 -8.345430 -17.736000 -1.50 -0.55 -1.80
F 5.473620 -6.958030 -17.458650 3.04 2.19 2.84
F 4.633110 -7.294820 -19.246060 -1.23 -1.10 -1.11
H 5.911140 -9.806950 -19.678300 0.21 0.18 -0.05
H 7.062540 -8.770540 -18.679880 -0.33 0.52 -0.46
H 8.270180 -11.329640 -16.324840 -0.03 -0.63 -0.95
H 3.340290 -7.968040 -16.216330 1.28 0.34 0.41
C 10.993300 -11.959450 -14.117110 0.08 -0.21 0.20
Br 9.110660 -11.560340 -13.686980 1.15 -0.09 -0.36
Br 11.307380 -12.316520 -16.034630 -0.33 -0.16 1.08
Br 11.640140 -13.340320 -12.873240 -0.24 0.31 -0.77
H 11.648840 -11.112070 -13.916310 -0.59 0.02 0.05
```
Positions in Å, forces in eV/Å.

Its charge is 0. The gap between HOMO and LUMO is 0.361 Ha. As for the energy: -10587.7794 Ha.

Record 3
Computed, not measured: a structure of composition C18H35CdN2O8PS, with ωB97M-V/def2-TZVPD.

```
66
Properties=species:S:1:pos:R:3:forces:R:3
Cd -9.355250 -9.129661 -8.286429 -0.25 0.66 -1.11
O -6.159337 -11.473731 -9.879852 -0.17 -1.20 -0.22
C -7.009210 -10.524806 -9.622792 -1.68 0.40 -1.28
O -8.212683 -10.610523 -9.915364 1.13 0.69 1.22
C -6.340868 -9.329557 -8.991999 0.44 1.31 0.75
O -7.235228 -8.238910 -8.669119 0.00 -1.43 0.12
C -7.095574 -6.963182 -9.277035 1.29 1.23 -1.49
C -8.385320 -6.127234 -9.127020 0.79 -0.07 0.77
O -8.414817 -4.937399 -9.358612 -0.21 -1.19 -0.11
O -9.365994 -6.851811 -8.630713 -0.63 -0.06 -0.18
H -6.648850 -12.270849 -10.228520 0.54 0.88 0.29
H -5.464770 -8.954128 -9.541343 -0.39 -0.37 -0.20
H -5.949797 -9.686777 -8.037918 0.10 -0.03 0.08
H -6.885386 -7.078235 -10.379775 -0.24 0.10 0.96
H -6.234567 -6.355658 -8.855754 -0.98 -0.89 -0.23
C -7.490838 -16.219618 -9.755343 0.26 -0.79 -0.18
C -8.934081 -16.673348 -10.057688 -0.63 -0.91 -0.43
C -9.647503 -17.393992 -8.916833 0.59 0.07 1.88
C -9.828680 -15.567386 -10.583516 0.93 1.16 -0.95
C -9.252079 -14.525303 -11.346046 -1.05 0.60 0.07
C -9.959730 -13.395077 -11.767089 -0.61 -0.28 0.56
C -11.346147 -13.273824 -11.511574 -0.47 -0.53 0.68
C -12.167733 -12.012858 -11.780285 0.36 -0.09 0.25
C -11.972810 -14.394811 -10.952018 0.21 -0.80 0.85
C -11.195622 -15.488121 -10.441972 -2.35 -0.51 -0.19
H -7.024711 -16.914967 -9.010913 -0.36 0.63 -0.66
H -7.478099 -15.200225 -9.349485 0.12 -0.19 -0.06
H -6.883220 -16.281842 -10.693339 -0.36 0.30 0.87
H -8.903471 -17.434277 -10.881712 0.27 0.56 0.54
H -10.171425 -16.748237 -8.186575 0.28 0.18 -0.50
H -9.007609 -18.015406 -8.256912 0.12 0.32 -0.70
H -10.386373 -18.068717 -9.267435 -0.78 -0.60 -0.56
H -8.238483 -14.557765 -11.665120 0.83 -0.24 0.08
H -9.404859 -12.606017 -12.267768 -0.21 -0.01 -0.05
H -12.463144 -11.424393 -10.861500 0.99 -0.79 -0.65
H -13.151504 -12.256418 -12.218218 0.64 0.12 -0.40
H -11.502290 -11.391551 -12.401791 -0.91 0.22 -0.01
H -13.096020 -14.464308 -10.828553 1.44 0.27 -0.18
H -11.784962 -16.358047 -10.021294 0.88 1.19 -0.31
C -8.332592 -11.068018 -4.288883 -1.17 -1.81 1.02
S -9.664687 -11.112933 -5.525398 0.79 1.05 -0.64
C -10.898130 -9.942287 -4.913886 0.16 -0.81 1.51
O -8.924730 -10.263491 -6.595640 -0.11 -0.62 0.26
H -8.721283 -11.627504 -3.354685 0.86 0.93 -1.39
H -8.038870 -10.050139 -4.086138 -0.10 0.32 0.06
H -7.502446 -11.623228 -4.777456 -0.63 0.25 0.43
H -11.612287 -10.510639 -4.288541 0.41 0.24 -0.09
H -11.488838 -9.450000 -5.678590 0.34 -0.01 -0.50
H -10.331793 -9.250389 -4.288236 -0.38 0.27 -0.13
N -14.314991 -10.462058 -8.179755 -0.65 -0.03 0.12
C -13.947141 -9.615045 -9.387744 -0.03 -0.85 -0.16
P -12.710731 -8.459587 -8.739089 -0.57 1.07 2.45
O -13.227340 -8.121205 -7.333651 1.02 -0.85 -1.62
O -11.441430 -9.214621 -8.994011 1.29 -0.48 0.51
C -12.550504 -6.923239 -9.682398 -0.73 -0.02 -1.26
N -11.668653 -5.939372 -9.004019 -1.03 -1.04 1.87
H -14.038335 -9.929642 -7.316813 0.46 -0.23 -0.36
H -13.893206 -11.405733 -8.293612 -0.27 0.78 0.56
H -15.332511 -10.564013 -8.054361 0.28 -0.19 -0.44
H -14.804648 -9.077269 -9.733751 -0.71 0.00 -0.30
H -13.545626 -10.336569 -10.123890 -0.38 0.91 0.17
H -13.503514 -6.513912 -10.039198 0.02 0.28 0.78
H -12.146908 -7.283136 -10.611004 0.92 0.20 -0.52
H -12.040952 -5.857817 -8.027836 0.31 0.26 -0.84
H -11.657946 -5.021775 -9.405281 -0.11 0.61 -0.54
H -10.590958 -6.293883 -8.840737 0.06 -0.12 -0.23
```
Positions in Å, forces in eV/Å.

Its charge is +2. The gap between HOMO and LUMO is 0.274 Ha. As for the energy: -2325.1250 Ha.

LUMO per entry: 2.471, -0.675, -5.427 eV